Entry 1:
2 unconnected molecules or ions with the total composition C10H15NO, computed with ωB97M-V with the def2-TZVPD basis set.

For the HOMO energy, the calculation gives -9.09 eV. For the total energy, the calculation gives -14151.3407 eV. Its molecular weight is 165.24 g mol⁻¹. As for the gap between HOMO and LUMO: 9.936 eV. As for the SMILES: Cc1ccccc1.CCC(N)=O. Its largest force on an atom is 1.81 eV/A.

The geometry in XYZ format:
```
27
C10H15NO (ωB97M-V with the def2-TZVPD basis set)
C -1.117 0.511 -1.758
C 0.387 0.532 -2.059
C -1.677 1.884 -1.433
O -0.976 2.888 -1.484
N -2.941 1.982 -0.981
H -1.648 -0.039 -2.540
H -1.352 -0.108 -0.884
H 0.473 0.491 -3.143
H 0.991 -0.266 -1.633
H -3.327 2.860 -0.684
H -3.565 1.180 -1.004
H 0.793 1.462 -1.672
C 2.830 -1.901 0.699
C 0.265 0.811 1.511
C -0.865 0.054 1.829
C 1.466 0.218 1.186
C 1.583 -1.168 1.148
C -0.779 -1.343 1.739
C 0.442 -1.918 1.416
H 0.189 1.888 1.595
H -1.860 0.428 2.016
H 2.318 0.810 0.871
H -1.616 -1.974 2.006
H 3.028 -1.744 -0.360
H 2.734 -2.973 0.857
H 0.585 -2.993 1.403
H 3.639 -1.572 1.359
```

***

Entry 2:
2 unconnected molecules or ions with the total composition CH3NO2S2, computed with ωB97M-V with the def2-TZVPD basis set.

For the HOMO energy (alpha / beta), the calculation gives -7.46 / -8.37 eV. For the total energy, the calculation gives -28334.7869 eV. Its molecular weight is 125.17 g mol⁻¹. As for the gap between HOMO and LUMO (alpha / beta): 7.327 / 8.006 eV. Its largest force on an atom is 2.51 eV/A.

The geometry in XYZ format:
```
9
CH3NO2S2 (ωB97M-V with the def2-TZVPD basis set)
C -1.287 0.243 -0.375
N 1.285 -0.060 -0.762
O 1.683 -0.890 0.335
O 1.267 1.139 -0.311
S -1.120 1.681 0.204
S -2.173 -1.138 -0.016
H 1.917 -1.672 -0.115
H 1.644 1.178 0.560
H -3.216 -0.481 0.480
```

***

Entry 3:
A single C5H9NO2Se molecule, computed with ωB97M-V with the def2-TZVPD basis set.

For the HOMO energy, the calculation gives -8.70 eV. For the total energy, the calculation gives -76262.1047 eV. Its molecular weight is 194.09 g mol⁻¹. As for the gap between HOMO and LUMO: 9.356 eV. As for the SMILES: C[C@H]1N[C@H](C(=O)O)C[Se]1. Its largest force on an atom is 3.56 eV/A.

The geometry in XYZ format:
```
18
C5H9NO2Se (ωB97M-V with the def2-TZVPD basis set)
C 2.089 0.303 0.212
C 0.341 1.505 -1.180
C 0.997 0.160 -0.867
C -0.891 -0.127 0.769
C -2.168 -0.908 0.942
N 0.060 -0.848 -0.433
O 2.239 -0.795 0.944
O 2.760 1.284 0.343
Se -1.106 1.750 0.146
H 1.052 2.326 -1.087
H -0.110 1.515 -2.175
H 1.521 -0.212 -1.759
H -0.253 -0.126 1.651
H -2.498 -0.875 1.978
H -2.009 -1.948 0.669
H -2.954 -0.502 0.306
H -0.604 -1.073 -1.169
H 1.532 -1.429 0.709
```

***

Entry 4:
A molecular structure, C31H50BrNNiO7PS2Si, computed with ωB97M-V with the def2-TZVPD basis set.

Its spin multiplicity is 3. As for the net charge: -1. For the HOMO energy (alpha / beta), the calculation gives -5.16 / -5.20 eV. For the total energy, the calculation gives -198709.5510 eV. Its molecular weight is 810.53 g mol⁻¹. As for the gap between HOMO and LUMO (alpha / beta): 7.314 / 7.355 eV. Its largest force on an atom is 2.96 eV/A.

The geometry in XYZ format:
```
95
C31H50BrNNiO7PS2Si (ωB97M-V with the def2-TZVPD basis set)
Ni 2.035 -19.315 -6.082
C -4.095 -23.326 -4.000
C -2.746 -22.897 -4.375
C -2.465 -22.171 -5.528
C -1.129 -21.902 -5.889
C -0.097 -22.323 -5.094
C -0.394 -23.012 -3.883
C -1.696 -23.336 -3.528
S 1.554 -22.372 -5.711
O 1.379 -22.364 -7.147
O 2.081 -23.570 -5.087
N 2.296 -21.084 -5.168
C 2.313 -20.781 -3.726
C 2.806 -19.329 -3.480
O 3.295 -19.089 -2.397
O 2.748 -18.495 -4.454
H -4.007 -24.369 -3.738
H -4.809 -23.139 -4.758
H -4.273 -22.778 -3.061
H -3.287 -21.748 -6.165
H -1.035 -21.509 -6.850
H 0.443 -23.381 -3.300
H -1.881 -23.969 -2.710
H 2.915 -21.514 -3.204
H 1.254 -20.756 -3.303
C 5.714 -19.648 -5.959
P 4.937 -19.818 -7.583
C 5.932 -18.796 -8.756
C 4.984 -21.461 -8.099
O 3.544 -19.253 -7.584
H 6.785 -19.749 -5.883
H 5.145 -20.250 -5.245
H 5.460 -18.582 -5.822
H 6.938 -19.095 -9.038
H 5.946 -17.809 -8.358
H 5.332 -18.631 -9.640
H 3.933 -21.706 -8.153
H 5.309 -22.111 -7.289
H 5.658 -21.576 -8.897
O -1.769 -21.649 -12.366
C -2.330 -20.598 -11.761
O -3.167 -19.995 -12.357
C -1.844 -20.313 -10.366
C -2.480 -19.348 -9.620
C -1.973 -18.941 -8.431
C -0.657 -19.322 -7.989
S -0.132 -18.587 -6.463
C 0.115 -20.149 -8.847
C -0.474 -20.598 -10.028
H -1.150 -22.056 -11.777
H -3.478 -19.055 -9.955
H -2.588 -18.227 -7.795
H 1.150 -20.440 -8.580
H 0.069 -21.238 -10.682
C 3.732 -11.616 -8.576
C 2.530 -12.276 -9.199
C 2.676 -12.336 -10.720
C 1.321 -11.426 -8.911
Si 2.351 -14.168 -8.593
Br 4.534 -14.927 -8.754
C 1.512 -15.317 -9.754
C 0.125 -14.720 -10.031
C 1.312 -16.670 -9.049
C 2.286 -15.531 -11.092
C 1.839 -14.397 -6.725
C 2.609 -13.368 -5.935
C 0.400 -14.091 -6.438
C 2.178 -15.701 -6.028
H 3.729 -10.556 -8.922
H 4.717 -12.107 -8.859
H 3.666 -11.572 -7.527
H 2.996 -11.388 -11.155
H 1.777 -12.578 -11.205
H 3.424 -13.075 -11.004
H 1.507 -10.374 -9.217
H 1.237 -11.302 -7.770
H 0.359 -11.768 -9.404
H -0.344 -14.357 -9.078
H -0.602 -15.454 -10.424
H 0.195 -13.956 -10.783
H 0.575 -16.503 -8.202
H 2.211 -17.023 -8.595
H 0.914 -17.407 -9.715
H 2.278 -14.696 -11.795
H 1.805 -16.379 -11.673
H 3.307 -15.764 -10.867
H 2.444 -12.319 -6.183
H 3.711 -13.498 -5.895
H 2.314 -13.596 -4.890
H -0.046 -13.214 -7.035
H 0.353 -13.907 -5.359
H -0.285 -14.920 -6.629
H 3.247 -15.951 -6.061
H 1.634 -16.477 -6.584
H 1.890 -15.632 -4.977
```

***

Entry 5:
A molecular structure, C30H33FN4O5RuSeSi, computed with ωB97M-V with the def2-TZVPD basis set.

Its spin multiplicity is 6. As for the net charge: +1. For the HOMO energy (alpha / beta), the calculation gives -9.17 / -9.99 eV. For the total energy, the calculation gives -126361.5883 eV. Its molecular weight is 756.73 g mol⁻¹. As for the gap between HOMO and LUMO (alpha / beta): 5.716 / 6.535 eV. Its largest force on an atom is 0.47 eV/A.

The geometry in XYZ format:
```
76
C30H33FN4O5RuSeSi (ωB97M-V with the def2-TZVPD basis set)
Ru 0.669 -0.824 -0.436
O 2.689 2.840 -0.700
C 1.871 1.948 -0.703
O 2.128 0.678 -0.667
C 0.394 2.298 -0.755
C 0.023 3.613 -1.094
C -1.299 3.913 -1.185
C -2.262 2.913 -0.926
C -3.652 3.158 -1.016
C -4.549 2.162 -0.763
C -4.091 0.878 -0.401
C -2.756 0.612 -0.301
C -1.808 1.622 -0.569
N -0.468 1.344 -0.489
H 0.810 4.330 -1.277
H -1.631 4.908 -1.458
H -3.987 4.149 -1.295
H -5.611 2.352 -0.838
H -4.811 0.094 -0.206
H -2.397 -0.366 -0.017
F -0.874 -4.397 5.042
C -1.226 -4.693 3.773
C -1.145 -3.716 2.823
C -1.452 -4.012 1.494
C -1.277 -2.973 0.476
O -0.966 -1.808 0.834
C -1.485 -3.393 -0.873
C -1.927 -4.656 -1.115
N -2.136 -5.600 -0.172
C -2.534 -6.933 -0.567
C -3.601 -7.081 -1.604
C -3.898 -7.424 -0.175
C -1.849 -5.313 1.153
C -1.950 -6.288 2.151
C -1.633 -5.997 3.465
N -1.714 -7.041 4.428
C -2.037 -6.733 5.816
C -2.338 -8.061 6.535
N -2.687 -9.088 5.499
C -1.486 -9.433 4.656
C -0.746 -8.124 4.342
C -1.308 -2.507 -2.096
O -2.022 -2.697 -3.055
O -0.362 -1.621 -2.021
H -0.809 -2.720 3.076
H -2.141 -4.945 -2.135
H -1.715 -7.644 -0.576
H -3.485 -7.883 -2.318
H -4.049 -6.181 -2.000
H -4.004 -8.465 0.097
H -4.524 -6.734 0.374
H -2.289 -7.284 1.902
H -2.906 -6.077 5.836
H -1.229 -6.234 6.356
H -3.166 -7.971 7.234
H -1.472 -8.447 7.069
H -3.392 -8.681 4.881
H -3.078 -9.926 5.928
H -1.862 -9.918 3.757
H -0.877 -10.139 5.218
H -0.324 -8.172 3.342
H 0.085 -7.973 5.041
C 5.008 -0.492 0.314
Si 3.820 -1.203 1.551
C 2.947 0.116 2.541
C 4.682 -2.390 2.710
Se 2.261 -2.504 0.423
H 5.791 0.063 0.836
H 4.488 0.190 -0.357
H 5.482 -1.278 -0.277
H 3.665 0.590 3.215
H 2.140 -0.300 3.146
H 2.540 0.887 1.888
H 5.488 -1.871 3.235
H 5.117 -3.232 2.169
H 3.991 -2.785 3.457
```

***

Entry 6:
A molecular structure, C30H43AsNO5S5V, computed with ωB97M-V with the def2-TZVPD basis set.

Its spin multiplicity is 4. As for the net charge: -1. For the HOMO energy (alpha / beta), the calculation gives -2.55 / -2.57 eV. For the total energy, the calculation gives -184238.2592 eV. Its molecular weight is 783.88 g mol⁻¹. As for the gap between HOMO and LUMO (alpha / beta): 4.682 / 4.367 eV. Its largest force on an atom is 0.24 eV/A.

The geometry in XYZ format:
```
86
C30H43AsNO5S5V (ωB97M-V with the def2-TZVPD basis set)
V -0.377 -0.464 0.054
C -2.583 -2.723 0.301
O -1.958 -1.738 1.127
C -2.881 -1.191 2.062
C -3.576 0.049 1.535
O -2.721 1.175 1.625
C -2.722 1.749 2.910
C -1.518 2.662 3.036
O -0.315 2.080 2.597
C 0.100 0.876 3.209
H -3.028 -3.489 0.944
H -3.332 -2.262 -0.345
H -1.816 -3.176 -0.314
H -3.611 -1.964 2.321
H -2.314 -0.958 2.966
H -3.808 -0.075 0.476
H -4.503 0.232 2.093
H -3.635 2.342 3.076
H -2.701 0.977 3.688
H -1.655 3.537 2.399
H -1.446 3.006 4.078
H 0.877 1.090 3.955
H -0.724 0.359 3.706
H 1.076 0.700 1.499
S -1.810 -0.073 -1.483
S -0.289 -5.063 -2.163
S 0.163 -3.164 -2.160
S 0.848 -2.584 -0.322
C -4.626 -0.912 -6.016
C -3.729 0.092 -5.345
C -4.253 1.044 -4.473
C -3.431 1.954 -3.835
C -2.069 1.930 -4.090
C -1.524 1.001 -4.953
C -2.358 0.084 -5.574
S -0.984 3.021 -3.179
C -1.375 4.505 -4.132
O 0.419 2.687 -3.575
H -5.475 -1.164 -5.380
H -4.085 -1.832 -6.235
H -5.020 -0.522 -6.957
H -5.316 1.042 -4.260
H -3.840 2.642 -3.104
H -0.453 0.983 -5.096
H -1.932 -0.671 -6.225
H -1.108 4.326 -5.172
H -0.786 5.322 -3.719
H -2.439 4.722 -4.037
C 3.859 -0.563 -0.843
As 2.449 0.555 -1.492
C 1.918 -0.087 -3.209
C 3.142 2.318 -1.743
O 1.161 0.701 -0.438
H 4.486 -0.847 -1.689
H 3.396 -1.444 -0.406
H 4.446 -0.032 -0.095
H 2.804 -0.139 -3.844
H 1.190 0.613 -3.611
H 1.481 -1.076 -3.101
H 4.031 2.277 -2.373
H 3.397 2.718 -0.764
H 2.361 2.907 -2.220
N 0.660 0.033 2.148
C 1.792 -0.781 2.613
C 3.071 -0.184 2.475
C 3.252 1.190 2.139
C 4.505 1.743 1.930
C 5.667 0.987 2.038
C 5.523 -0.362 2.380
C 4.286 -0.928 2.590
C 1.475 -1.905 3.455
C 2.337 -2.390 4.469
C 1.980 -3.441 5.294
C 0.747 -4.071 5.175
C -0.125 -3.603 4.198
C 0.223 -2.553 3.368
H 2.397 1.854 2.065
H 4.570 2.800 1.689
H 6.643 1.426 1.878
H 6.403 -0.992 2.458
H 4.227 -1.990 2.783
H 3.288 -1.905 4.636
H 2.679 -3.765 6.058
H 0.477 -4.898 5.820
H -1.092 -4.076 4.062
H -0.462 -2.254 2.590
```

***

- Among the records above, which one has the highest largest force on an atom?
  C5H9NO2Se